[1]
DFT (wB97M-V/def2-TZVPD) results for a cluster of 2 separate species, C5H15NO2 in total in a non-equilibrium geometry.

The calculation puts the largest force on an atom at 0.0369 hartree/bohr. Its SMILES is CNCCCCO.O. The calculation puts the energy above the lowest of the compared OMol25 structures with the same formula, charge and spin at 1.582 eV. The value obtained for the LUMO energy is 0.6 eV.

Geometry as ORCA input:
```
! wB97M-V def2-TZVPD RIJCOSX def2/J DEFGRID3
* xyz 0 1
C -0.915 -1.841 -0.830
N 0.412 -1.342 -1.278
C 0.436 0.009 -1.818
C -0.205 1.130 -0.971
C 0.721 1.707 0.097
C 1.087 0.739 1.208
O 2.184 -0.095 0.826
H -0.952 -1.768 0.259
H -1.699 -1.167 -1.194
H -1.026 -2.777 -1.374
H 1.067 -1.479 -0.526
H 0.025 -0.014 -2.800
H 1.495 0.293 -1.845
H -1.141 0.838 -0.482
H -0.536 1.927 -1.623
H 1.639 2.091 -0.349
H 0.163 2.507 0.589
H 0.257 0.172 1.592
H 1.440 1.392 2.006
H 2.463 -0.604 1.600
O -2.095 -0.907 2.466
H -2.128 0.020 2.745
H -2.693 -0.831 1.700
*
```

[2]
DFT (wB97M-V/def2-TZVPD) results for a cluster of 2 separate species, C3H6Cl2N2S in total in a non-equilibrium geometry.

The calculation puts the largest force on an atom at 0.0675 hartree/bohr. The calculation puts the energy above the lowest of the compared OMol25 structures with the same formula, charge and spin at 0.024 eV. The value obtained for the LUMO energy is -0.6 eV.

Geometry as ORCA input:
```
! wB97M-V def2-TZVPD RIJCOSX def2/J DEFGRID3
* xyz 0 1
C 1.371 -0.622 -0.189
C -2.783 0.461 0.242
C 2.129 0.422 -0.877
N 0.240 -0.302 0.475
N -0.712 -0.986 1.038
S -2.258 1.333 -1.016
Cl -3.936 -0.828 0.134
Cl 3.174 1.176 0.596
H 1.358 -1.740 -0.318
H -2.524 0.769 1.209
H 1.548 1.408 -1.214
H 2.821 0.127 -1.709
H 0.034 0.751 0.589
H -0.462 -1.969 1.039
*
```

[3]
DFT (wB97M-V/def2-TZVPD) results for a structure of composition C39H50MoNO4P2S in a non-equilibrium geometry.

The calculation puts the largest force on an atom at 0.0955 hartree/bohr. The calculation puts the energy above the lowest of the compared OMol25 structures with the same formula, charge and spin at 4.097 eV. The value obtained for the LUMO energy (alpha / beta) is 1.6 / 1.2 eV.

Geometry as ORCA input:
```
! wB97M-V def2-TZVPD RIJCOSX def2/J DEFGRID3
* xyz -1 3
Mo -0.726 0.518 0.217
C 1.835 -4.841 0.773
C 0.566 -4.005 0.824
C 0.647 -3.221 2.136
P 0.449 -2.756 -0.607
C 0.484 -4.035 -1.993
C 1.851 -4.250 -2.725
C -0.305 -5.358 -1.701
C 1.885 -1.680 -0.836
C 3.208 -2.030 -0.607
C 4.271 -1.176 -0.912
C 4.030 0.119 -1.419
C 2.682 0.534 -1.558
C 1.650 -0.352 -1.249
N 0.303 0.182 -1.366
C -0.212 0.643 -2.579
C 0.543 0.490 -3.759
C 0.025 0.914 -4.998
C -1.269 1.311 -5.156
C -2.038 1.509 -3.960
C -1.520 1.148 -2.709
P -2.640 1.097 -1.242
C -3.584 2.771 -1.458
C -4.340 3.066 -0.161
C -2.670 3.905 -1.853
C -3.818 -0.375 -1.531
C -3.268 -1.633 -2.328
C -5.209 0.028 -1.987
H 1.686 -5.646 1.481
H 2.701 -4.228 1.087
H 2.091 -5.278 -0.243
H -0.338 -4.627 0.756
H 1.354 -2.383 2.085
H 0.921 -3.907 2.939
H -0.388 -2.950 2.461
H -0.221 -3.508 -2.650
H 2.289 -5.169 -2.395
H 2.629 -3.451 -2.547
H 1.700 -4.329 -3.816
H 0.161 -6.036 -1.036
H -0.525 -5.803 -2.700
H -1.234 -5.014 -1.170
H 3.440 -3.061 -0.384
H 5.287 -1.475 -0.651
H 4.877 0.791 -1.575
H 2.391 1.536 -1.845
H 1.507 0.002 -3.763
H 0.738 1.082 -5.818
H -1.662 1.526 -6.110
H -3.034 1.929 -4.064
H -4.410 2.503 -2.160
H -3.663 3.026 0.662
H -5.073 2.377 0.100
H -4.782 4.029 -0.154
H -2.829 4.842 -1.266
H -2.777 4.170 -2.931
H -1.649 3.576 -1.701
H -3.918 -0.727 -0.523
H -2.956 -1.346 -3.320
H -4.027 -2.399 -2.324
H -2.378 -2.149 -1.879
H -5.254 0.671 -2.896
H -5.841 0.502 -1.219
H -5.739 -0.860 -2.378
C 0.427 1.032 6.726
C 1.484 1.135 5.805
C 1.246 1.272 4.452
C -0.072 1.404 3.973
C -1.070 1.171 4.907
C -0.841 0.910 6.242
C -0.565 1.811 2.648
C 0.169 1.829 1.447
C 1.040 2.996 1.191
C 1.234 3.561 -0.098
C 2.138 4.573 -0.393
C 2.995 4.938 0.568
C 2.825 4.542 1.925
C 1.822 3.637 2.224
H 0.599 1.043 7.780
H 2.523 0.945 6.113
H 2.257 1.164 3.835
H -2.062 1.001 4.575
H -1.652 0.585 6.840
H -1.651 1.979 2.672
H 0.516 3.331 -0.829
H 2.203 4.896 -1.490
H 3.876 5.551 0.407
H 3.503 4.845 2.705
H 1.455 3.600 3.258
O 3.346 0.815 3.713
S 3.575 -0.038 2.446
O 4.994 -0.081 2.215
O 2.847 -1.295 2.664
O 2.736 0.595 1.351
C -1.318 -0.932 1.469
H -0.654 -0.963 2.339
H -1.522 -1.996 1.169
H -2.311 -0.598 1.841
*
```

[4]
DFT (wB97M-V/def2-TZVPD) results for a structure of composition C31H27BrN8ORuS3.

The calculation puts the largest force on an atom at 0.0194 hartree/bohr. The calculation puts the energy above the lowest of the compared OMol25 structures with the same formula, charge and spin at 0.916 eV. The value obtained for the LUMO energy (alpha / beta) is -2.0 / -2.2 eV.

Geometry as ORCA input:
```
! wB97M-V def2-TZVPD RIJCOSX def2/J DEFGRID3
* xyz 0 1
Ru -0.130 -0.059 -0.040
Br 6.065 -4.617 -6.096
C 4.630 -3.440 -6.484
C 4.469 -2.294 -5.724
C 3.416 -1.436 -5.991
C 2.537 -1.725 -7.030
C 2.742 -2.853 -7.823
C 3.774 -3.730 -7.535
N 1.535 -0.829 -7.446
N 0.745 -0.307 -6.642
C 0.648 -0.699 -5.304
C 0.555 -2.016 -4.896
C 0.308 -2.363 -3.578
C 0.149 -1.391 -2.587
O -0.082 -1.687 -1.355
C 0.232 -0.014 -3.004
N 0.059 0.920 -2.031
C 0.044 2.189 -2.377
C 0.224 2.624 -3.698
C 0.431 1.704 -4.690
C 0.436 0.334 -4.359
H 5.161 -2.077 -4.921
H 3.286 -0.545 -5.389
H 2.081 -3.031 -8.661
H 3.925 -4.618 -8.133
H 0.666 -2.807 -5.627
H 0.224 -3.404 -3.294
H -0.125 2.918 -1.591
H 0.203 3.685 -3.906
H 0.574 2.000 -5.720
S 0.261 -1.452 1.605
C 1.568 -0.805 2.494
C 1.930 -1.414 3.718
N 2.222 -1.913 4.714
C 2.316 0.203 1.914
S 1.877 0.726 0.340
C 3.472 0.750 2.512
N 4.417 1.210 2.981
C -3.613 -1.314 2.366
N -3.202 -0.402 3.407
C -4.262 0.471 3.843
C -1.879 0.185 3.344
C -1.550 1.413 2.456
C -1.971 2.600 3.080
C -1.706 3.868 2.597
C -0.901 3.976 1.476
C -0.455 2.820 0.861
C -0.795 1.509 1.250
H -4.196 -2.135 2.797
H -2.743 -1.740 1.876
H -4.223 -0.834 1.592
H -5.144 -0.127 4.087
H -4.566 1.214 3.085
H -3.965 1.008 4.747
H -1.166 -0.620 3.186
H -1.688 0.550 4.359
H -2.523 2.511 4.008
H -2.065 4.744 3.122
H -0.586 4.943 1.102
H 0.238 2.958 0.035
S -2.501 -0.246 -0.940
C -3.073 1.285 -1.334
N -3.021 2.393 -0.601
C -3.586 3.545 -1.286
C -4.279 2.899 -2.502
N -3.719 1.552 -2.483
H -2.456 2.446 0.235
H -2.804 4.245 -1.587
H -4.290 4.069 -0.644
H -4.028 3.408 -3.430
H -5.364 2.882 -2.393
H -4.002 0.804 -3.092
*
```

[5]
DFT (wB97M-V/def2-TZVPD) results for a structure of composition C40H42N10O2Sc.

The calculation puts the largest force on an atom at 0.0120 hartree/bohr. The calculation puts the energy above the lowest of the compared OMol25 structures with the same formula, charge and spin at 3.247 eV. The value obtained for the LUMO energy is -2.1 eV.

Geometry as ORCA input:
```
! wB97M-V def2-TZVPD RIJCOSX def2/J DEFGRID3
* xyz 1 1
Sc -0.321 -0.781 0.361
C 4.722 -2.446 2.481
C 5.529 -1.181 2.423
C 6.915 -1.223 2.297
C 7.671 -0.062 2.251
C 7.055 1.178 2.330
C 5.676 1.244 2.442
C 4.923 0.077 2.487
N 3.499 0.173 2.590
C 2.646 -0.048 1.554
N 3.227 -0.299 0.375
C 2.659 -0.531 -0.903
C 1.283 -0.678 -1.091
C 0.869 -0.916 -2.414
C 1.757 -0.983 -3.472
C 3.116 -0.844 -3.228
C 3.596 -0.627 -1.948
C 5.076 -0.492 -1.704
N 1.338 0.002 1.725
C 0.884 0.604 2.937
C 0.485 -0.109 3.995
C -0.385 0.483 5.049
C -0.192 1.981 5.359
C 0.345 2.823 4.186
C 0.621 2.082 2.850
C 1.592 2.854 1.971
H 5.354 -3.291 2.747
H 4.262 -2.666 1.514
H 3.922 -2.373 3.219
H 7.407 -2.186 2.247
H 8.747 -0.128 2.160
H 7.642 2.085 2.300
H 5.167 2.199 2.489
H 3.077 0.375 3.483
H 4.235 -0.246 0.392
H -0.185 -1.080 -2.621
H 1.402 -1.166 -4.478
H 3.825 -0.918 -4.044
H 5.630 -0.641 -2.628
H 5.446 -1.232 -0.987
H 5.343 0.499 -1.324
H 0.656 -1.180 4.010
H -0.410 -0.131 5.947
H 0.193 2.223 6.346
H 1.060 3.604 4.436
H 1.274 3.896 1.906
H 1.636 2.452 0.958
H 2.599 2.846 2.391
N -0.011 -2.558 1.809
C 0.086 -3.792 1.002
C -0.938 -3.654 -0.128
O -1.577 -4.572 -0.572
O -1.027 -2.405 -0.503
H 0.834 -2.403 2.346
H -0.774 -2.647 2.475
H -0.063 -4.701 1.583
H 1.078 -3.822 0.547
C -1.643 2.285 4.915
C -1.883 0.803 4.570
C -2.087 0.479 3.133
N -1.597 1.128 2.155
C -0.876 2.348 2.426
C -1.112 3.127 3.737
H -2.375 2.754 5.567
H -2.623 0.310 5.195
H -2.618 -0.443 2.885
H -0.921 2.975 1.536
H -1.506 4.134 3.633
C -2.072 2.275 -0.933
C -2.916 1.092 -0.621
N -2.465 -0.088 -0.246
C -3.566 -0.900 -0.069
C -4.691 -0.182 -0.305
N -4.267 1.082 -0.659
C -5.143 2.199 -0.954
N -6.016 2.466 0.147
N -7.341 2.190 0.051
N -7.905 2.414 1.165
C -6.954 2.849 2.065
C -7.070 3.222 3.408
C -5.917 3.603 4.051
C -4.672 3.616 3.387
C -4.540 3.252 2.067
C -5.719 2.875 1.417
H -1.021 2.003 -0.837
H -2.266 3.107 -0.254
H -2.225 2.626 -1.954
H -3.473 -1.945 0.168
H -5.736 -0.440 -0.276
H -5.774 1.978 -1.814
H -4.525 3.070 -1.170
H -8.028 3.208 3.908
H -5.955 3.906 5.088
H -3.794 3.930 3.936
H -3.579 3.257 1.571
*
```